This record from OMol25 describes a molecular structure, C31H39ClI2KN4O5P2. The level of theory is ωB97M-V/def2-TZVPD.

The geometry in ORCA input format:
```
! RIJCOSX wB97M-V def2-TZVPD def2/J DEFGRID3
* xyz -1 1
C 1.00919 -4.48769 -1.72721
O 1.88871 -1.70577 -2.59196
C -2.15923 4.22468 -2.07006
H -4.67129 -0.72560 -0.99244
O 1.40733 -0.75766 2.47504
H -3.14334 -2.68555 -0.45974
H 1.15522 3.13915 -3.92567
C 3.37954 2.49862 -0.67675
H 1.47567 -4.82916 2.58538
H 1.11205 2.41718 0.93668
H 0.82883 1.40681 -4.20711
H 3.88181 2.22055 -1.60557
O 3.72711 -1.88222 -1.14865
C 1.41569 -3.98905 1.88707
C -0.18464 -3.07140 3.47424
C 1.60122 -4.52409 0.48244
C 1.39607 2.12354 -3.61169
P -1.59839 -0.20539 -1.08016
C 1.95311 -5.44075 -2.06135
C 0.71198 -2.15256 4.29431
H 2.26680 -3.33000 2.12569
H 2.61026 0.25858 6.68652
H 0.37220 3.90279 0.30550
N 0.13472 -3.33541 2.07632
O 3.80203 -2.92203 -3.27646
C 2.76379 -5.93897 -1.05245
Cl 3.34140 -1.77508 -2.54559
C 0.78183 -2.39979 5.65551
H -1.69328 -2.47710 0.52603
H 0.28422 -3.27961 6.05025
C -3.24348 3.40259 -1.71649
C 2.58686 -5.47559 0.23631
H -5.36951 3.28844 -1.41382
H 2.07467 -5.74964 -3.08989
C -2.33014 -0.82559 -2.64769
H 0.18162 -2.42272 1.64146
H 4.01817 3.20712 -0.14118
H 2.45265 1.90865 -3.77814
H -5.74377 5.67963 -1.96144
N -3.04917 2.09385 -1.42683
C -1.82786 1.61765 -1.43844
C -4.74671 5.25909 -1.98899
H -3.30715 -0.39182 -2.86470
C 1.45468 -1.55154 6.52275
H 3.29313 1.59976 -0.06366
H 1.96639 3.94999 1.07081
C -2.39701 0.06871 1.50936
H -2.47549 1.15529 1.42012
C -0.71113 2.46725 -1.78907
K 1.57802 -0.99520 0.00294
H -3.28597 -2.46596 1.28483
I 2.98541 1.51458 3.89228
C 1.36892 -1.01551 3.72572
H 0.38697 -4.03916 -2.49220
N 0.82803 -4.03463 -0.48628
H 2.76598 5.14218 -1.02165
H -3.01928 -0.24365 2.35300
C -2.72731 -2.15241 0.39838
H -1.53298 6.19599 -2.65517
C 2.00445 3.13494 -0.92712
C -3.65321 6.08814 -2.34285
H -1.35810 -0.17829 1.74917
H 2.76266 4.32425 -2.58463
H -3.83247 7.12924 -2.57912
H -4.52681 0.75884 -0.05171
C -4.33778 -0.31072 -0.03850
H 3.53311 -6.66825 -1.27418
H 1.24159 4.92438 -1.90258
H -1.63888 -0.58575 -3.45738
H -4.94275 -0.76601 0.75249
H -0.24743 -4.03419 3.99097
P 1.03400 1.81118 -1.84420
H 3.20946 -5.82710 1.05007
H -2.40933 -1.91184 -2.59698
C 2.19598 4.46024 -1.66106
N -0.90295 3.72206 -2.11665
C -2.86859 -0.62975 0.22795
C 1.31261 3.36172 0.42113
C -4.55183 3.94362 -1.68528
C -2.38598 5.58595 -2.38718
C 2.08280 -0.41872 6.02914
H -1.19858 -2.65480 3.47951
C 2.03070 -0.17560 4.67193
I 1.52592 -1.98154 8.56992
O 3.89627 -0.56635 -3.10335
*
```

ΔE to the lowest compared entry with this formula, charge and spin, eV: 0.525
HOMO energy, eV: -4.68
Frontier orbital gap, eV: 5.92
Electronic energy, hartree: -4138.04899